[1]
{"formula": "C2Cl2FNS", "method": "ωB97M-V with the def2-TZVPD basis set", "multiplicity": 1, "e_tot_ha": -1549.26959, "homo_lumo_gap_ev": [9.88, 4.76], "lumo_energy_ev": [-0.4, -3.4], "homo_ha": [-0.37654, -0.30137], "charge": 0, "elements": ["C", "C", "N", "F", "S", "Cl", "Cl"], "coordinates": [[-2.569550, 0.108057, -0.170171], [1.720675, -0.066344, 0.204476], [-2.978523, -0.509903, -1.065109], [2.224835, 0.258462, 1.317846], [-1.596243, 0.761985, 0.992252], [1.529150, 1.096505, -1.018324], [1.669657, -1.648764, -0.260971]], "forces_ev_per_a": [[1.1, -0.1, 0.3], [-2.4, 0.3, -2.2], [-0.6, 0.0, -0.3], [1.4, 0.7, 2.1], [-0.2, 0.1, 0.0], [0.4, 0.3, 0.2], [0.3, -1.3, 0.0]]}

=====

[2]
{"formula": "C2Cl2O", "method": "ωB97M-V with the def2-TZVPD basis set", "multiplicity": 1, "smiles": "O=C=C(Cl)Cl", "e_tot_ha": -1071.77145, "homo_lumo_gap_ev": 8.75, "lumo_energy_ev": -0.5, "homo_ha": -0.33835, "charge": 0, "elements": ["O", "C", "C", "Cl", "Cl"], "coordinates": [[2.104188, -0.004727, -0.062960], [0.949526, -0.017668, -0.128126], [-0.387853, 0.014950, 0.214940], [-1.321129, -1.469328, -0.010067], [-1.344730, 1.476775, -0.013789]], "forces_ev_per_a": [[-0.5, -0.1, -0.5], [-1.7, 0.4, 1.5], [0.6, -0.3, -1.4], [0.7, 0.6, 0.2], [0.8, -0.6, 0.2]]}

=====

[3]
{"formula": "C2Cl3F2NO2", "method": "ωB97M-V with the def2-TZVPD basis set", "multiplicity": 1, "e_tot_ha": -1861.53694, "homo_lumo_gap_ev": [8.38, 7.36], "lumo_energy_ev": [-1.2, -2.1], "homo_ha": [-0.35148, -0.34780], "charge": 0, "elements": ["C", "C", "N", "O", "O", "F", "F", "Cl", "Cl", "Cl"], "coordinates": [[1.125291, -0.311581, -0.401489], [-1.366366, -0.810564, 0.049502], [0.904176, 1.086049, -0.287263], [0.405518, 1.658326, -1.253795], [1.022283, 1.637121, 0.796368], [-1.661124, -1.470256, -1.085592], [-1.164015, -1.616865, 1.043341], [1.342258, -0.757184, -2.045675], [1.806359, -1.011467, 1.027588], [-2.253650, 0.604450, 0.259313]], "forces_ev_per_a": [[-1.2, -0.8, 0.4], [1.7, -0.1, -2.0], [-1.6, 2.2, 0.3], [0.5, -0.3, -0.1], [0.5, -0.5, 0.1], [0.2, 0.4, 1.2], [-0.5, -0.1, 0.3], [0.4, -0.7, 1.0], [0.0, -0.1, -1.4], [0.0, 0.0, 0.3]]}